Molecular formula: C31H32GaN6O2S2
Method: DFT, wB97M-V/def2-TZVPD

Values from the calculation:
Energy above the lowest of the compared OMol25 structures with the same formula, charge and spin ... 20.3 kJ/mol
Charge ... +1
2S+1 ... 1
Kohn-Sham gap ... 7.061 eV
Energy ... -4400.59494 a.u.
LUMO energy ... -2.92 eV

Each line ends with the Mulliken charge.
Cartesian coordinates (Å):
Ga1 0.44 0.70 -1.03  -0.343
C1 3.83 -1.23 -3.47  -1.112
C2 2.65 -0.54 -3.15  -0.043
N1 2.33 -0.23 -1.91  0.224
C3 3.19 -0.53 -0.90  0.223
C4 4.37 -1.27 -1.12  0.745
C5 4.67 -1.61 -2.46  -0.756
C6 5.18 -1.62 -0.02  -0.937
C7 4.78 -1.25 1.23  -1.305
C8 3.62 -0.48 1.45  -0.660
C9 2.82 -0.07 0.40  0.740
N2 1.68 0.70 0.44  1.001
C10 1.30 1.53 1.48  0.787
C11 2.07 2.00 2.52  -0.810
C12 1.54 2.88 3.49  -1.053
C13 0.25 3.33 3.43  -1.011
C14 -0.56 2.91 2.35  1.320
C15 -1.90 3.35 2.20  -0.867
C16 -2.64 2.91 1.14  -1.494
C17 -2.04 2.06 0.20  -0.040
N3 -0.79 1.65 0.31  0.468
C18 -0.04 2.04 1.38  -0.351
H1 4.05 -1.46 -4.50  0.439
H2 1.95 -0.25 -3.92  0.452
H3 5.57 -2.17 -2.67  0.461
H4 6.09 -2.19 -0.18  0.440
H5 5.38 -1.53 2.09  0.413
H6 3.37 -0.23 2.47  0.565
H7 3.11 1.72 2.60  0.816
H8 2.19 3.21 4.29  0.430
H9 -0.15 4.00 4.18  0.460
H10 -2.32 4.02 2.94  0.484
H11 -3.67 3.21 0.99  0.541
H12 -2.61 1.74 -0.66  0.434
C19 -1.66 -0.38 2.72  -1.411
N4 -0.70 -1.04 1.83  0.945
C20 0.35 -1.67 2.61  -1.415
C21 -1.37 -1.97 0.94  -1.453
C22 -1.70 -1.43 -0.44  -0.662
N5 -0.53 -1.15 -1.35  0.963
C23 -1.07 -1.17 -2.74  -1.239
C24 0.41 -2.29 -1.23  -1.398
H13 -2.15 -1.10 3.39  0.423
H14 -2.43 0.12 2.14  0.395
H15 -1.14 0.36 3.33  0.339
H16 -0.02 -2.46 3.28  0.386
H17 0.85 -0.91 3.22  0.322
H18 1.10 -2.11 1.95  0.394
H19 -2.33 -2.31 1.37  0.374
H20 -0.78 -2.88 0.85  0.613
H21 -2.30 -0.52 -0.37  0.143
H22 -2.31 -2.18 -0.95  0.707
H23 -1.33 -2.20 -3.00  0.517
H24 -0.31 -0.81 -3.43  0.197
H25 -1.94 -0.54 -2.83  0.449
H26 -0.17 -3.22 -1.21  0.513
H27 1.00 -2.21 -0.32  0.186
H28 1.07 -2.32 -2.09  0.522
O1 -3.38 1.10 -4.33  -0.678
S1 -3.03 2.19 -3.47  1.154
O2 -3.96 2.62 -2.47  -0.656
N6 -1.58 1.82 -2.72  -0.137
C25 -0.65 2.63 -3.08  1.109
S2 0.94 2.42 -2.46  -0.701
C26 -1.04 3.69 -4.04  0.205
C27 -0.27 4.70 -4.59  -0.639
C28 -0.88 5.58 -5.47  -0.677
C29 -2.23 5.44 -5.80  -0.541
C30 -3.00 4.42 -5.25  -0.760
C31 -2.38 3.57 -4.37  0.017
H29 0.78 4.81 -4.33  0.516
H30 -0.31 6.38 -5.92  0.414
H31 -2.68 6.14 -6.49  0.414
H32 -4.05 4.31 -5.49  0.487